Formula: C12H25BBrN4O10P
Source: OMol25
Level of theory: the ωB97M-V functional and the def2-TZVPD basis

Computed properties:
- Lowest unoccupied orbital energy: -0.47 eV
- M: 507.04 g/mol
- Orbital gap: 7.0 eV

Last column: Mulliken charge in e.
Cartesian coordinates (Å):
C1 -0.49841 3.31179 2.51047  -0.688
O1 0.19078 2.06872 2.48339  -0.368
C2 -0.58484 0.94839 2.27834  -0.713
N1 0.08487 0.15989 1.18748  0.409
C3 -0.54539 0.24270 -0.18375  -0.476
B1 -0.88798 1.71355 -0.70626  1.016
O2 0.12769 2.59086 -0.76420  -0.620
N2 -2.21248 2.17591 -1.15247  -0.111
C4 -2.69297 1.39134 -2.29340  -1.074
C5 -3.22035 2.04540 -0.08578  -0.942
C6 0.49462 -0.39607 -1.11626  -0.995
C7 0.27845 -0.31327 -2.61856  -0.940
C8 1.31209 -1.33314 -3.13491  -0.864
C9 2.69013 -0.71438 -2.86583  -0.433
Br1 3.88597 -1.79446 -1.82666  -0.135
O3 0.67666 -1.72789 -0.75045  -0.504
C10 1.24060 -1.88077 0.52573  -0.004
N3 1.46464 -3.26495 0.82032  -0.779
C11 1.42136 -4.00816 -0.14752  0.633
O4 1.25985 -4.75928 -1.00721  -0.430
C12 0.32223 -1.27748 1.58376  0.038
P1 -1.23427 -2.22932 1.70855  0.754
O5 -1.49119 -3.14549 0.60788  -0.666
O6 -1.10759 -3.02536 3.07598  -0.557
O7 -2.45995 -1.19304 1.87400  -0.473
H1 0.17161 4.04760 2.09682  0.281
H2 -1.39106 3.31150 1.90200  0.212
H3 -0.69834 3.60358 3.53165  0.319
H4 -1.62823 1.13232 2.07950  0.449
H5 -0.53479 0.34009 3.17296  0.606
H6 1.02514 0.57159 1.10272  0.160
H7 -1.44373 -0.35785 -0.26202  0.282
H8 -0.22531 3.40866 -1.13174  0.340
H9 -2.06015 1.52298 -3.15572  0.310
H10 -3.67988 1.71306 -2.58984  0.383
H11 -2.77966 0.32837 -2.06950  0.281
H12 -3.22092 2.88948 0.58568  0.242
H13 -3.12667 1.10058 0.45054  0.232
H14 -4.20304 2.02200 -0.52895  0.376
H15 1.40529 0.16174 -0.88950  0.712
H16 0.56269 0.63821 -3.03674  0.266
H17 -0.70670 -0.61445 -2.93911  0.485
H18 1.14504 -2.30004 -2.70037  0.390
H19 1.21126 -1.46929 -4.20256  0.576
H20 3.17955 -0.46340 -3.78959  0.514
H21 2.60141 0.21512 -2.33974  0.206
H22 2.17588 -1.32168 0.53599  0.529
H23 0.90449 -1.28725 2.49446  0.921
H24 -1.71347 -3.77290 3.03193  0.394
H25 -2.98592 -1.45941 2.63397  0.347
N4 4.38937 0.09717 1.50490  0.999
O8 5.44149 0.23734 0.87890  -0.639
O9 3.39239 0.84994 1.21590  -0.598
O10 4.27774 -0.73058 2.41481  -0.657

***

Formula: C3H4N2O2
Source: OMol25
Level of theory: the ωB97M-V functional and the def2-TZVPD basis

Computed properties:
- Lowest unoccupied orbital energy: 0.64 eV
- Structure (SMILES): Nc1coc(=O)[nH]1
- Relative energy (zero: lowest compared OMol25 entry of this formula, charge and spin): 1.253 eV
- M: 100.08 g/mol
- Orbital gap: 9.1 eV

Last column: Mulliken charge in e.
Cartesian coordinates (Å):
N1 -1.80256 -0.50108 0.02643  -0.525
C1 -0.50123 -0.00209 0.02867  0.371
C2 0.00595 1.22372 0.19452  -0.373
O1 1.39400 1.16751 0.14955  -0.328
C3 1.76394 -0.12782 -0.04742  0.409
O2 2.89964 -0.51145 -0.12301  -0.560
N2 0.58626 -0.86747 -0.14991  -0.152
H1 -2.01596 -1.02671 -0.81632  0.257
H2 -2.47874 0.24541 0.12978  0.248
H3 -0.44428 2.18831 0.34667  0.379
H4 0.59297 -1.78832 0.26104  0.271

***

Formula: C2H12N2O2
Source: OMol25
Level of theory: the ωB97M-V functional and the def2-TZVPD basis

Computed properties:
- Lowest unoccupied orbital energy: 0.61 eV
- Structure (SMILES): CNCN.O.O
- Relative energy (zero: lowest compared OMol25 entry of this formula, charge and spin): 2.317 eV
- M: 96.13 g/mol
- Orbital gap: 8.8 eV

Last column: Mulliken charge in e.
Cartesian coordinates (Å):
C1 1.44506 -2.30765 1.74196  -0.714
N1 1.32624 -0.89533 1.82550  -0.343
C2 0.96754 -0.14532 0.69407  -0.288
N2 -0.36782 0.56754 0.99639  -0.475
H1 2.51625 -2.63901 1.79469  0.206
H2 0.77631 -2.86426 2.44097  0.274
H3 1.04529 -2.56664 0.76460  0.274
H4 0.78642 -0.63155 2.70723  0.284
H5 0.71792 -0.72493 -0.25352  0.198
H6 1.63496 0.68904 0.36330  0.274
H7 -0.43643 1.50499 1.27529  0.140
H8 -1.16006 0.04475 0.67246  0.167
H9 0.93386 5.76242 -2.91483  0.332
H10 -0.35083 4.93396 -2.80526  0.319
O1 -0.07486 5.77575 -3.17215  -0.652
H11 -3.29003 -3.01919 -1.96155  0.339
H12 -3.46609 -1.47034 -2.45757  0.329
O2 -3.00371 -2.01421 -1.71159  -0.664

***

Formula: C3H4N2O3
Source: OMol25
Level of theory: the ωB97M-V functional and the def2-TZVPD basis

Computed properties:
- Lowest unoccupied orbital energy: -0.37 eV
- Structure (SMILES): [H]/N=C\N(O)C(=O)C=O
- Relative energy (zero: lowest compared OMol25 entry of this formula, charge and spin): 4.772 eV
- M: 116.08 g/mol
- Orbital gap: 9.6 eV

Last column: Mulliken charge in e.
Cartesian coordinates (Å):
C1 0.60048 -0.43024 1.54656  0.098
C2 -0.14348 0.83864 -0.41389  0.473
C3 -0.42172 0.40457 -1.97227  0.054
H1 -0.89237 -2.02666 -0.41958  0.372
H2 0.73927 -1.49208 1.74245  0.388
H3 0.45513 1.45304 2.06235  0.312
H4 -1.29362 -0.23697 -2.08506  0.263
N1 0.12850 -0.28933 0.34318  0.135
N2 0.76244 0.49318 2.49032  -0.705
O1 0.13184 -1.48273 -0.38182  -0.501
O2 -0.25634 1.88445 0.02480  -0.456
O3 0.18985 0.88414 -2.93704  -0.431

***

Formula: C4H3Li2MgO2
Source: OMol25
Level of theory: the ωB97M-V functional and the def2-TZVPD basis

Computed properties:
- Lowest unoccupied orbital energy (spin up / spin down): -1.35 / -1.35 eV
- Multiplicity: 2
- Relative energy (zero: lowest compared OMol25 entry of this formula, charge and spin): 0.000 eV
- M: 121.25 g/mol
- Orbital gap (spin up / spin down): 3.9 / 4.4 eV

Last column: Mulliken spin population.
Cartesian coordinates (Å):
C1 -1.47288 0.51146 -0.91305  0.008
O1 -2.58501 0.71242 -0.30769  0.011
Mg1 0.95844 1.67908 0.65820  0.860
Li1 -3.51554 0.20793 1.09403  0.009
H1 -1.37269 0.10575 -1.99690  0.004
C2 -0.38898 -0.15928 -0.37624  0.085
C3 0.96724 -0.42000 -0.91772  -0.006
C4 2.05273 -0.31976 -0.09679  0.039
O2 2.01483 0.10001 1.24317  0.006
Li2 1.00803 -1.42879 1.41475  0.010
H2 -0.73976 -0.45075 0.63950  -0.027
H3 3.07359 -0.53805 -0.44128  0.003

***

Formula: C9H15P
Source: OMol25
Level of theory: the ωB97M-V functional and the def2-TZVPD basis

Computed properties:
- Lowest unoccupied orbital energy (spin up / spin down): 0.01 / -0.58 eV
- Structure (SMILES): CC(C)=C=C=P(C)=C(C)C
- Relative energy (zero: lowest compared OMol25 entry of this formula, charge and spin): 3.641 eV
- M: 154.19 g/mol
- Orbital gap (spin up / spin down): 7.0 / 6.2 eV

Last column: Mulliken charge in e.
Cartesian coordinates (Å):
C1 -0.51701 0.41259 -0.58071  -0.953
C2 -1.69267 0.05412 -0.22248  0.557
C3 2.42506 -0.34174 0.27787  0.601
C4 -2.92533 -0.32585 0.15896  0.716
C5 3.82781 0.11785 0.09913  -1.433
C6 2.22880 -1.79591 0.06325  -1.158
C7 -3.84827 0.79894 0.55164  -1.371
C8 -3.55529 -1.55573 -0.34942  -1.254
C9 1.81082 2.35577 -0.19042  -1.151
P1 1.05172 0.72103 0.35305  0.381
H1 4.02589 0.00456 -0.93081  0.382
H2 3.82385 1.19628 0.21057  0.270
H3 4.57784 -0.30572 0.64968  0.441
H4 1.18415 -2.16752 -0.17557  0.289
H5 3.00666 -2.30010 -0.58056  0.297
H6 2.47921 -2.37081 1.00742  0.282
H7 -4.84191 0.83395 0.10002  0.331
H8 -4.25417 0.86540 1.58550  0.298
H9 -3.38611 1.67481 0.32275  0.428
H10 -4.15066 -1.31787 -1.25551  0.274
H11 -2.80546 -2.25064 -0.50389  0.385
H12 -4.29745 -2.03182 0.33014  0.327
H13 2.28278 2.05671 -1.08780  0.395
H14 2.61803 2.76100 0.55638  0.286
H15 0.93171 2.91072 -0.38920  0.381